C37H45CuN3P2Si2 | the ωB97M-V functional and the def2-TZVPD basis

Computed properties:
- E_LUMO (alpha / beta) (eV) = 0.552 / -0.368
- multiplicity = 2
- F_max (hartree/bohr) = 0.0060

Each line ends with the Löwdin spin population.
Cartesian coordinates (Å):
Cu  0.122  -0.707  1.055  0.35
C  -1.504  0.936  2.942  0.00
Si  -0.428  2.170  2.037  0.01
C  -1.615  3.384  1.227  0.00
C  0.560  3.110  3.308  0.00
N  0.604  1.310  0.977  0.07
P  1.187  1.080  -0.500  0.05
C  0.883  -0.527  -0.973  0.34
P  -0.577  -1.327  -1.343  0.05
N  -1.164  -1.881  0.054  0.05
Si  -2.581  -2.772  0.438  0.01
C  -3.769  -1.753  1.455  0.00
C  -3.501  -3.332  -1.091  0.00
C  -2.113  -4.269  1.462  0.00
C  -0.163  -2.654  -2.512  0.01
C  -0.113  -3.969  -2.069  0.00
C  0.321  -4.982  -2.913  0.00
C  0.714  -4.686  -4.209  0.00
C  0.682  -3.371  -4.657  0.00
C  0.253  -2.363  -3.809  0.01
C  -1.874  -0.336  -2.150  0.00
C  -2.433  -0.616  -3.391  0.00
C  -3.424  0.203  -3.922  0.00
C  -3.870  1.305  -3.212  0.00
C  -3.333  1.581  -1.958  0.00
C  -2.349  0.764  -1.435  0.00
C  0.675  2.335  -1.703  0.00
C  0.443  1.940  -3.018  0.01
C  0.037  2.858  -3.972  0.00
C  -0.133  4.190  -3.621  0.00
C  0.119  4.600  -2.320  0.00
C  0.527  3.676  -1.369  0.00
C  2.998  1.263  -0.415  0.00
C  3.610  2.511  -0.401  0.00
C  4.980  2.626  -0.213  0.00
C  5.757  1.491  -0.037  0.00
C  5.158  0.237  -0.069  0.00
C  3.790  0.126  -0.264  0.00
H  -2.098  1.433  3.712  0.00
H  -0.908  0.172  3.451  0.00
H  -2.195  0.436  2.261  0.00
H  -2.461  3.515  1.906  0.00
H  -2.004  3.052  0.266  0.00
H  -1.168  4.367  1.078  0.00
H  -0.071  3.751  3.923  0.00
H  1.309  3.738  2.821  0.00
H  1.087  2.420  3.967  0.00
H  -4.057  -0.845  0.919  0.00
H  -3.342  -1.456  2.413  0.00
H  -4.677  -2.323  1.658  0.00
H  -3.966  -2.491  -1.608  0.00
H  -4.300  -4.010  -0.776  0.00
H  -2.877  -3.865  -1.807  0.00
H  -1.435  -3.985  2.269  0.00
H  -1.611  -5.029  0.860  0.00
H  -2.989  -4.735  1.915  0.00
H  -0.403  -4.199  -1.053  0.00
H  0.357  -6.003  -2.556  0.00
H  1.052  -5.475  -4.868  0.00
H  0.999  -3.132  -5.663  0.00
H  0.255  -1.339  -4.164  0.00
H  -2.111  -1.485  -3.952  0.00
H  -3.847  -0.029  -4.890  0.00
H  -4.640  1.943  -3.626  0.00
H  -3.681  2.435  -1.392  0.00
H  -1.939  0.983  -0.454  0.00
H  0.568  0.897  -3.285  0.01
H  -0.157  2.531  -4.986  0.00
H  -0.457  4.909  -4.362  0.00
H  -0.008  5.638  -2.042  0.00
H  0.719  4.006  -0.357  0.00
H  3.022  3.410  -0.541  0.00
H  5.441  3.605  -0.211  0.00
H  6.825  1.579  0.110  0.00
H  5.758  -0.657  0.041  0.00
H  3.317  -0.846  -0.347  0.00
N  1.619  -1.608  2.417  0.00
C  1.844  -0.932  3.648  0.00
C  2.851  0.022  3.727  0.00
C  3.053  0.710  4.913  0.00
C  2.250  0.463  6.017  0.00
C  1.239  -0.483  5.925  0.00
C  1.032  -1.181  4.745  0.00
H  2.435  -1.571  1.816  0.00
H  1.346  -2.576  2.538  0.00
H  3.462  0.230  2.856  0.00
H  3.837  1.453  4.966  0.00
H  2.404  1.009  6.937  0.00
H  0.604  -0.683  6.778  0.00
H  0.240  -1.916  4.677  0.00

---

C34H50ClN11NiO7P2 | the ωB97M-V functional and the def2-TZVPD basis

Computed properties:
- E_LUMO (eV) = -1.004
- multiplicity = 1
- F_max (hartree/bohr) = 0.0501

Each line ends with the Mulliken charge.
Cartesian coordinates (Å):
Ni  0.389  0.201  0.238  0.97
O  -2.750  5.012  0.179  -0.59
C  -2.362  4.858  1.426  0.39
O  -2.509  5.712  2.265  -0.62
C  -1.722  3.549  1.765  0.04
C  -1.396  3.121  3.040  -0.19
Cl  -1.548  3.962  4.505  -0.10
N  -0.828  1.887  2.948  0.94
N  -0.736  1.526  1.658  1.98
C  -1.286  2.488  0.941  -1.11
C  -1.439  2.228  -0.537  1.45
O  -2.101  3.029  -1.212  -0.93
O  -0.899  1.165  -0.973  -0.28
C  -0.493  0.962  3.997  -0.39
C  0.603  0.126  3.844  0.54
C  0.895  -0.806  4.826  -0.78
C  0.099  -0.912  5.955  -0.81
C  -1.007  -0.086  6.093  -0.96
C  -1.313  0.846  5.114  -0.36
H  -2.524  4.218  -0.398  0.43
H  1.225  0.212  2.968  -0.35
H  1.754  -1.454  4.699  0.46
H  0.329  -1.642  6.722  0.39
H  -1.648  -0.172  6.961  0.43
H  -2.189  1.468  5.222  0.48
C  1.562  3.190  3.444  -1.63
N  2.832  2.488  3.297  0.99
C  3.862  3.082  4.129  -1.20
P  3.139  1.890  1.728  -2.23
O  1.915  1.070  1.442  1.78
N  4.570  1.102  2.119  0.64
C  5.803  1.131  1.349  -1.02
C  4.310  -0.220  2.693  -0.89
N  3.244  3.306  0.839  0.90
C  2.356  3.533  -0.288  -0.80
C  4.475  4.071  0.784  -1.38
H  1.105  2.960  4.412  0.58
H  0.883  2.881  2.656  0.01
H  1.687  4.280  3.374  0.42
H  3.548  3.038  5.176  0.35
H  4.042  4.141  3.881  0.33
H  4.792  2.531  4.025  0.31
H  5.878  2.040  0.762  0.31
H  5.877  0.282  0.662  0.25
H  6.645  1.093  2.046  0.32
H  3.410  -0.191  3.306  0.13
H  5.156  -0.508  3.322  0.44
H  4.176  -0.979  1.913  0.26
H  1.507  2.858  -0.245  -0.14
H  2.853  3.386  -1.254  0.28
H  1.982  4.559  -0.244  0.32
H  5.053  3.913  1.695  0.40
H  4.238  5.135  0.707  0.32
H  5.092  3.803  -0.084  0.35
C  -3.763  -4.913  -2.695  -0.85
N  -3.671  -4.630  -1.203  0.20
C  -4.484  -3.366  -0.916  -0.86
N  -4.050  -2.289  -1.721  0.29
C  -4.156  -2.623  -3.133  -0.97
N  -3.351  -3.796  -3.465  0.18
C  -1.907  -3.515  -3.352  -1.11
P  -1.312  -2.975  -1.644  0.91
C  -2.243  -4.419  -0.786  -1.13
C  -2.717  -1.773  -1.370  -0.28
H  -4.804  -5.163  -2.908  0.37
H  -3.129  -5.774  -2.902  0.39
H  -4.076  -5.412  -0.691  0.33
H  -4.356  -3.139  0.141  0.36
H  -5.525  -3.617  -1.125  0.37
H  -3.812  -1.776  -3.721  0.39
H  -5.200  -2.833  -3.378  0.32
H  -1.660  -2.716  -4.050  0.51
H  -1.361  -4.415  -3.654  0.29
H  -2.225  -4.223  0.289  0.47
H  -1.693  -5.345  -0.965  0.42
H  -2.509  -0.882  -1.958  0.77
H  -2.710  -1.478  -0.326  -0.55
C  0.930  -1.607  -5.077  -0.81
N  1.568  -0.812  -4.039  0.20
C  2.734  -0.160  -4.278  -0.12
C  3.372  0.450  -3.281  -1.08
C  2.865  0.286  -1.928  0.20
O  3.641  0.535  -1.011  -0.49
N  1.585  -0.178  -1.728  0.05
C  0.927  -0.722  -2.799  -0.44
O  -0.200  -1.240  -2.831  -0.76
H  1.638  -1.753  -5.889  0.37
H  0.035  -1.116  -5.462  0.25
H  0.644  -2.576  -4.673  0.20
H  3.115  -0.206  -5.289  0.35
H  4.310  0.963  -3.424  0.45
C  1.539  -2.691  0.909  -1.30
C  0.204  -2.432  1.558  0.62
C  -0.396  -3.181  2.556  -1.28
C  -1.609  -2.533  2.880  -1.19
C  -1.700  -1.417  2.064  0.01
C  -2.839  -0.427  2.084  -1.29
N  -0.595  -1.350  1.249  1.55
H  1.512  -3.581  0.274  0.28
H  2.313  -2.837  1.667  0.37
H  1.833  -1.852  0.284  -0.08
H  0.011  -4.079  3.004  0.42
H  -2.332  -2.814  3.636  0.47
H  -3.803  -0.929  1.965  0.43
H  -2.745  0.326  1.305  -0.02
H  -2.877  0.086  3.050  0.36